Entry 1:
Formula: C10H13BrNO2
Source: OMol25
Level of theory: the ωB97M-V functional and the def2-TZVPD basis

Cartesian coordinates (Å):
C -1.422 4.091 0.242
C -0.291 4.724 -0.168
C -1.466 2.722 0.193
C 0.908 4.070 -0.411
C -0.329 1.984 -0.136
C 0.864 2.690 -0.370
C 0.871 -4.498 0.550
C 1.449 -3.182 0.854
C -0.115 -3.349 0.746
C -0.569 0.475 -0.378
N -0.853 -2.794 -0.377
O 0.073 0.044 -1.464
O -1.177 -0.259 0.338
Br 2.581 1.928 -0.750
H -2.352 4.573 0.488
H -0.321 5.857 -0.188
H -2.347 2.185 0.313
H 1.908 4.644 -0.443
H 1.099 -4.833 -0.518
H 0.847 -5.260 1.328
H 1.851 -2.994 1.864
H 1.893 -2.657 -0.033
H -0.555 -2.990 1.686
H -0.387 -2.919 -1.198
H -1.700 -3.373 -0.304
H 0.513 0.860 -1.777
H -0.971 -1.742 -0.087

Summary:
HOMO energy in eV: -12.517
HOMO-LUMO gap in Ha: 0.3570
2S+1: 1
LUMO energy in eV: -2.802
Energy in eV: -86200.7473
Energy relative to the best compared isomer or geometry (same formula, charge and spin) in kcal/mol: 0.0
Total charge: +1
Largest force on an atom in eV/A: 4.35


Entry 2:
Formula: C13H46N2O6
Source: OMol25
Level of theory: the ωB97M-V functional and the def2-TZVPD basis

Cartesian coordinates (Å):
O -1.009 -5.242 -3.993
H -0.516 -5.352 -4.809
H -0.824 -4.385 -3.602
H -0.508 -5.852 -3.446
N 4.645 -3.341 -1.725
H 5.170 -4.203 -1.772
H 4.867 -2.797 -2.546
H 4.929 -2.780 -0.935
H 3.656 -3.499 -1.600
N 0.524 0.942 -4.425
H 1.512 0.753 -4.517
H 0.153 0.323 -3.719
H 0.038 0.492 -5.187
H 0.230 1.907 -4.374
C 0.641 -1.509 -0.014
O 0.400 -2.183 -1.228
H 0.750 -2.229 0.797
H 1.595 -0.991 0.081
H -0.061 -0.708 0.219
C 5.883 -0.031 3.557
C 6.793 -0.647 2.479
C 6.957 -2.139 2.771
O 6.276 -0.550 1.129
H 5.927 1.058 3.595
H 6.270 -0.257 4.551
H 4.835 -0.300 3.691
H 7.746 -0.118 2.522
H 7.426 -2.225 3.751
H 7.541 -2.454 1.906
H 6.019 -2.694 2.750
H 5.922 0.342 1.097
C -1.448 0.971 7.363
C -1.883 1.001 5.916
C -2.243 -0.360 5.372
O -3.016 1.894 5.766
H -0.624 0.257 7.339
H -2.237 0.513 7.960
H -1.207 1.954 7.767
H -1.049 1.354 5.308
H -2.578 -1.075 6.123
H -1.445 -0.995 4.987
H -3.005 -0.347 4.593
H -3.736 1.391 5.379
C -4.486 -1.252 -3.581
C -5.546 -0.758 -4.482
C -5.363 0.719 -4.977
O -5.334 -1.446 -5.672
H -4.554 -2.301 -3.293
H -4.381 -0.671 -2.665
H -3.538 -1.180 -4.114
H -6.541 -0.768 -4.036
H -5.146 1.302 -4.082
H -6.306 1.102 -5.369
H -4.524 0.844 -5.662
H -4.461 -1.215 -5.996
C -2.497 3.475 0.092
C -1.780 4.425 -0.854
C -0.282 4.631 -0.556
O -1.885 3.743 -2.097
H -2.002 2.505 0.131
H -3.546 3.406 -0.198
H -2.526 3.869 1.108
H -2.083 5.470 -0.914
H 0.195 3.691 -0.280
H -0.298 5.259 0.335
H 0.298 5.238 -1.252
H -2.730 4.019 -2.460

Summary:
HOMO energy in eV: -11.158
HOMO-LUMO gap in Ha: 0.1545
2S+1: 1
LUMO energy in eV: -6.954
Energy in eV: -29469.2135
Total charge: +2
Largest force on an atom in eV/A: 3.25


Entry 3:
Formula: C30H38N3O4SSi2Ti
Source: OMol25
Level of theory: the ωB97M-V functional and the def2-TZVPD basis

Cartesian coordinates (Å):
Ti 0.123 -0.115 0.021
C -2.356 6.259 1.633
Si -2.420 5.232 0.060
C -2.337 6.388 -1.423
C -4.045 4.312 0.002
C -0.851 4.181 0.019
C 0.349 4.879 -0.026
C 1.582 4.231 -0.053
C 1.578 2.853 -0.041
N 0.445 2.153 0.000
C -0.751 2.772 0.042
S -2.049 1.635 0.118
H -3.208 6.940 1.687
H -1.445 6.859 1.690
H -2.384 5.615 2.514
H -3.191 7.068 -1.429
H -2.355 5.819 -2.355
H -1.429 6.994 -1.422
H -4.853 5.050 0.000
H -4.172 3.656 0.862
H -4.132 3.696 -0.893
H 0.336 5.965 -0.040
H 2.513 4.780 -0.082
H 2.485 2.261 -0.065
C 2.094 -6.830 0.487
O 2.061 -6.317 1.807
C 1.635 -5.046 1.972
C 1.664 -4.578 3.310
C 1.247 -3.313 3.570
C 0.792 -2.419 2.559
C 0.338 -1.111 2.900
C 0.254 -0.618 4.324
O -0.044 -0.250 2.066
C 0.801 -2.889 1.195
O 0.474 -2.191 0.180
C 1.209 -4.234 0.956
H 2.475 -7.844 0.568
H 2.758 -6.239 -0.149
H 1.094 -6.850 0.046
H 2.017 -5.242 4.086
H 1.279 -2.975 4.594
H 0.459 -1.348 5.097
H -0.746 -0.209 4.467
H 0.951 0.216 4.421
H 1.190 -4.556 -0.075
C 0.441 0.425 -4.339
C -0.591 -0.328 -4.874
C -1.468 -0.976 -4.023
C -1.293 -0.852 -2.650
N -0.278 -0.140 -2.140
C 0.563 0.486 -2.963
C -2.194 -1.477 -1.657
C -3.305 -2.240 -2.000
C -4.094 -2.762 -0.991
C -3.761 -2.508 0.329
C -2.639 -1.740 0.587
N -1.879 -1.242 -0.381
H 1.145 0.952 -4.966
H -0.715 -0.411 -5.945
H -2.279 -1.563 -4.427
H 1.358 1.044 -2.482
H -3.557 -2.425 -3.033
H -4.964 -3.358 -1.236
H -4.354 -2.891 1.147
H -2.332 -1.500 1.597
C 4.615 0.496 -1.194
Si 3.401 -0.796 -0.564
C 4.140 -1.635 0.942
C 3.119 -2.067 -1.920
O 2.012 -0.037 -0.188
H 5.559 0.043 -1.507
H 4.843 1.235 -0.422
H 4.205 1.032 -2.055
H 5.114 -2.071 0.703
H 3.499 -2.435 1.318
H 4.287 -0.916 1.751
H 4.027 -2.637 -2.129
H 2.806 -1.589 -2.852
H 2.332 -2.761 -1.619

Summary:
HOMO energy (spin up / spin down) in eV: -6.978 / -7.028
HOMO-LUMO gap (spin up / spin down) in Ha: 0.2445 / 0.2436
2S+1: 2
LUMO energy (spin up / spin down) in eV: -0.325 / -0.400
Energy in eV: -94101.1677
Energy relative to the best compared isomer or geometry (same formula, charge and spin) in kcal/mol: 0.0
⟨S²⟩: 0.753
Largest force on an atom in eV/A: 0.48